Here is a cluster of 2 separate species, C4H12NO2 in total at a distorted geometry from the Open Molecules 2025 dataset. Energies are from wB97M-V/def2-TZVPD.

* total charge: -1
* molar mass: 106.14 g mol⁻¹
* energy relative to the best compared isomer or geometry (same formula, charge and spin): 228.6 kJ/mol
* gap between HOMO and LUMO: 0.252 Ha
* HOMO level: -2.850 eV
* total energy: -364.768428 a.u.

Last column: Löwdin charge in e.
Cartesian coordinates (Å):
1 C -1.467 -1.198 0.681  -0.14
2 C -0.810 -0.258 -0.449  -0.44
3 C -0.459 -1.086 -1.621  -0.14
4 N 0.530 0.126 0.242  -0.09
5 C 0.418 1.099 1.467  -0.55
6 O 0.121 0.405 2.534  -0.33
7 H -1.142 -2.302 0.782  0.07
8 H -2.587 -1.275 0.452  0.06
9 H -1.283 -0.641 1.671  0.06
10 H -1.609 0.550 -0.260  0.14
11 H 0.075 -1.922 -1.165  0.06
12 H 0.279 -0.493 -2.254  0.07
13 H -1.264 -1.233 -2.465  0.10
14 H 0.823 -0.761 0.669  0.07
15 H -0.363 1.821 0.933  0.09
16 H 1.331 1.726 1.747  0.08
17 H 1.861 1.343 -0.764  0.00
18 H 3.228 1.987 -0.992  -0.01
19 O 2.317 2.111 -1.210  -0.12